P.
Density functional theory data (the ωB97M-V functional and the def2-TZVPD basis) for 2 unconnected molecules or ions with the total composition C3H7BrS.

## Properties
E_HOMO (alpha / beta)   -7.59 / -8.38 eV
LUMO energy (alpha / beta)   -0.0277 / 0.0229 hartree
Gap between HOMO and LUMO (alpha / beta)   6.837 / 9.006 eV

```
! RIJCOSX wB97M-V def2-TZVPD def2/J DEFGRID3
* xyz 0 1
C 1.22156 -0.80694 1.58594
C 0.40283 -1.36177 0.57330
C -1.20445 1.20521 -0.92178
S -0.45488 2.78534 -0.55554
Br -1.72058 0.75545 -2.69572
H 0.79374 -0.07156 2.25576
H 1.87175 -0.13986 0.95025
H 1.65611 -1.54149 2.26805
H 0.26301 -2.46949 0.42641
H -0.04207 -0.55274 -0.11619
H -1.92801 0.73606 -0.26238
H 0.63742 2.51772 -1.24573
*
```



Q.
Density functional theory data (the ωB97M-V functional and the def2-TZVPD basis) for C3H7BrS in the gas phase.

## Properties
E_HOMO   -9.31 eV
LUMO energy   -0.0083 hartree
SMILES   CC[C@@H](S)Br
Gap between HOMO and LUMO   9.087 eV

```
! RIJCOSX wB97M-V def2-TZVPD def2/J DEFGRID3
* xyz 0 1
C -0.93834 -0.30090 -1.18758
C 0.46450 -0.55190 -0.51749
C 0.41932 0.27310 0.66254
S -0.02245 -0.32510 2.26691
Br 2.55906 1.26985 0.77898
H -1.35792 -1.15474 -1.61291
H -0.84782 0.46902 -2.03580
H -1.63496 0.11246 -0.41940
H 0.53065 -1.59605 -0.21030
H 1.25720 -0.18352 -1.24135
H -0.16276 1.15674 0.59672
H -0.26647 0.83102 2.91968
*
```



Q (3.256 eV below the next structure)



P.
Density functional theory data (the ωB97M-V functional and the def2-TZVPD basis) for C2H3ClF2S in the gas phase.

## Properties
E_HOMO   -9.61 eV
LUMO energy   0.0300 hartree
SMILES   FC(F)[C@H](S)Cl
Gap between HOMO and LUMO   10.426 eV

```
! RIJCOSX wB97M-V def2-TZVPD def2/J DEFGRID3
* xyz 0 1
F 1.45199 0.36399 1.12117
C 0.68803 0.67640 0.04856
F 1.21979 0.16036 -1.10736
C -0.75123 -0.16109 0.43096
S -0.74056 -1.79314 -0.35158
Cl -1.96509 0.85971 -0.45156
H 0.74469 1.79025 -0.17530
H -1.11020 -0.29016 1.45729
H 0.46257 -1.60631 -0.97218
*
```



Q.
Density functional theory data (the ωB97M-V functional and the def2-TZVPD basis) for 2 unconnected molecules or ions with the total composition C2H3ClF2S.

## Properties
E_HOMO   -9.36 eV
LUMO energy   -0.0877 hartree
Gap between HOMO and LUMO   6.971 eV

```
! RIJCOSX wB97M-V def2-TZVPD def2/J DEFGRID3
* xyz 0 1
C -0.56500 -0.73408 -0.05047
C 0.76879 -0.37735 0.39408
F 0.68443 1.75270 -0.90260
F 0.99940 0.48932 1.36137
S -1.76343 0.64722 0.20911
Cl 2.13657 -0.84001 -0.40676
H -0.51537 -1.18205 -1.17078
H -0.99937 -1.42494 0.64436
H -0.74602 1.66918 -0.07830
*
```



R.
Density functional theory data (the ωB97M-V functional and the def2-TZVPD basis) for 2 unconnected molecules or ions with the total composition C2H3ClF2S.

## Properties
E_HOMO   -8.91 eV
LUMO energy   0.0225 hartree
SMILES   FC(F)=CS.Cl
Gap between HOMO and LUMO   9.526 eV

```
! RIJCOSX wB97M-V def2-TZVPD def2/J DEFGRID3
* xyz 0 1
F -2.36068 0.02961 0.24836
C -1.27444 -0.73999 0.02367
F -1.64787 -1.82227 -0.64140
C -0.03955 -0.47724 0.38664
S 1.33659 -1.50254 0.20248
H 0.10766 0.48725 0.90275
H 0.80244 -2.12409 -0.83727
Cl 1.61202 3.28779 0.47368
H 1.46382 2.86148 -0.75891
*
```



R (0.080 eV below the next structure)



P.
Density functional theory data (the ωB97M-V functional and the def2-TZVPD basis) for C25H35N3O6S in the gas phase.

## Properties
E_HOMO   -9.01 eV
LUMO energy   0.0084 hartree
SMILES   CC(=O)Nc1ccc(S(=O)(=O)N(C)CC(=O)OCC(=O)N[C@@H](C)[C@]23C[C@H]4C[C@H](C[C@H](C4)C2)C3)cc1
Gap between HOMO and LUMO   9.234 eV

```
! RIJCOSX wB97M-V def2-TZVPD def2/J DEFGRID3
* xyz 0 1
C -5.24227 -5.84782 -4.08334
C -5.16477 -4.53668 -3.33429
O -6.11940 -3.83379 -3.11331
N -3.88260 -4.24755 -2.93313
C -3.41421 -3.14140 -2.23225
C -4.23342 -2.06371 -1.88978
C -3.70455 -0.99551 -1.19022
C -2.36877 -0.99595 -0.83346
S -1.71799 0.33858 0.15728
O -2.44117 1.54193 -0.10184
O -0.28845 0.34713 0.01296
N -2.01813 -0.11222 1.73800
C -3.40646 -0.06565 2.12789
C -1.28383 -1.28470 2.14589
C 0.22146 -1.02374 2.12172
O 0.77534 -0.17971 2.76633
O 0.84386 -1.94776 1.38426
C 2.26374 -2.03740 1.49935
C 3.13246 -1.10697 0.63342
O 4.32252 -1.34608 0.55580
N 2.51102 -0.08865 0.04514
C 3.22206 0.96410 -0.65527
C 2.66450 1.04429 -2.07472
C 3.15955 2.29582 0.14163
C 1.78907 2.97291 0.04391
C 1.78541 4.26356 0.86369
C 2.08934 3.95312 2.32715
C 3.46837 3.30453 2.42503
C 4.52991 4.25503 1.87720
C 4.21802 4.55920 0.41416
C 2.84376 5.21850 0.31304
C 4.22665 3.26031 -0.39197
C 3.46195 2.00793 1.61917
C -1.54220 -2.05293 -1.17112
C -2.06337 -3.12195 -1.87250
H -4.90234 -6.66521 -3.45064
H -4.61826 -5.80965 -4.97382
H -6.27181 -6.02915 -4.37702
H -3.17375 -4.93099 -3.16347
H -5.27206 -2.07421 -2.17417
H -4.31482 -0.14493 -0.93247
H -3.47466 0.01323 3.21268
H -3.96496 -0.94809 1.79149
H -3.82908 0.82897 1.67776
H -1.54499 -1.50442 3.18579
H -1.51306 -2.16262 1.52357
H 2.55338 -1.83647 2.53777
H 2.51689 -3.07000 1.25033
H 1.51300 0.04786 0.13885
H 4.26966 0.64195 -0.69024
H 2.89028 0.12161 -2.60521
H 3.10540 1.87080 -2.62339
H 1.58476 1.16791 -2.04298
H 1.56418 3.21771 -0.99563
H 1.00945 2.30237 0.40735
H 0.79677 4.73054 0.78702
H 1.33433 3.27166 2.72427
H 2.06299 4.87248 2.91783
H 3.69053 3.07394 3.47318
H 4.53961 5.18110 2.45725
H 5.51811 3.79660 1.95991
H 4.97982 5.23733 0.01052
H 2.62210 5.46000 -0.72941
H 2.83760 6.15201 0.88105
H 4.03702 3.48928 -1.44263
H 5.21196 2.79290 -0.32330
H 4.42828 1.50447 1.70374
H 2.69866 1.34698 2.03260
H -0.50085 -2.01969 -0.89211
H -1.42333 -3.94882 -2.14505
*
```



Q.
Density functional theory data (the ωB97M-V functional and the def2-TZVPD basis) for C25H35N3O6S in the gas phase.

## Properties
E_HOMO   -8.78 eV
LUMO energy   0.0191 hartree
SMILES   CC(=O)Nc1ccc(S(=O)(=O)N(C)CC(=O)OCC(=O)N[C@@H](C)[C@]23C[C@H]4C[C@H](C[C@H](C4)C2)C3)cc1
Gap between HOMO and LUMO   9.300 eV

```
! RIJCOSX wB97M-V def2-TZVPD def2/J DEFGRID3
* xyz 0 1
C 2.92828 4.02893 -1.18909
C 1.48731 3.56920 -1.19019
O 0.81639 3.47456 -2.19155
N 1.03834 3.30138 0.07472
C -0.14714 2.69575 0.46485
C -1.09503 2.22665 -0.44621
C -2.18194 1.50443 0.00779
C -2.34066 1.27474 1.36147
S -3.59813 0.13804 1.90961
O -4.72799 0.22744 1.03502
O -3.79257 0.25418 3.32488
N -2.93265 -1.38256 1.65166
C -2.66259 -1.74923 0.28815
C -2.15546 -2.00232 2.68627
C -0.64524 -1.83899 2.54624
O 0.11368 -2.73922 2.27584
O -0.25867 -0.59261 2.78519
C 1.13457 -0.30881 2.92003
C 1.90171 -0.06976 1.60361
O 2.38298 1.01846 1.34886
N 2.02541 -1.16314 0.84913
C 2.89869 -1.26204 -0.30901
C 3.80307 -2.47442 -0.09338
C 2.09319 -1.27167 -1.63429
C 1.00971 -2.35473 -1.64781
C 0.22205 -2.28661 -2.95810
C -0.44054 -0.91706 -3.10244
C 0.63791 0.16298 -3.10404
C 1.58808 -0.06067 -4.27742
C 2.24395 -1.43119 -4.13576
C 1.16870 -2.51663 -4.13528
C 3.03046 -1.49882 -2.82634
C 1.42035 0.09655 -1.79570
C -1.46360 1.81679 2.28225
C -0.36972 2.52787 1.83507
H 3.01542 4.97609 -0.66080
H 3.26635 4.16152 -2.21267
H 3.55132 3.29092 -0.68842
H 1.72303 3.37026 0.81637
H -0.95715 2.41029 -1.49796
H -2.91757 1.11926 -0.67990
H -3.48164 -1.36303 -0.31395
H -2.63292 -2.83586 0.19896
H -1.71337 -1.33524 -0.07666
H -2.48177 -1.53863 3.62054
H -2.36672 -3.07827 2.70672
H 1.18231 0.60277 3.51687
H 1.61759 -1.13690 3.45262
H 1.59728 -2.02538 1.16921
H 3.51166 -0.35272 -0.30069
H 4.26659 -2.40852 0.88895
H 4.59346 -2.50540 -0.83595
H 3.23282 -3.39850 -0.14206
H 1.46214 -3.34418 -1.55314
H 0.32757 -2.21526 -0.80628
H -0.54853 -3.06637 -2.95105
H -1.13749 -0.74717 -2.27861
H -1.00979 -0.87910 -4.03353
H 0.18147 1.15262 -3.19478
H 1.03752 -0.00585 -5.21868
H 2.34986 0.72125 -4.28934
H 2.93080 -1.59865 -4.97330
H 1.63316 -3.50239 -4.05441
H 0.60942 -2.48659 -5.07256
H 3.50182 -2.47996 -2.75303
H 3.81680 -0.74050 -2.82596
H 2.17936 0.88127 -1.78526
H 0.74681 0.28035 -0.95517
H -1.65111 1.66023 3.33205
H 0.33965 2.93780 2.53857
*
```



Q (0.248 eV below the next structure)